No. 1
DFT (ωB97M-V with the def2-TZVPD basis set) results for a molecular structure, C24H22AsBrN6O4S5Tc.

The calculation puts the HOMO energy at -15.51 eV. The value obtained for the HOMO-LUMO gap is 0.1964 Eh. Its total charge is +3. Its molar mass is 871.639 g mol⁻¹.

CARTESIAN COORDINATES (ANGSTROEM)
Tc1 -1.290 0.650 0.120
C1 -1.678 3.936 2.310
C2 -2.221 2.590 2.622
N1 -2.139 1.495 1.880
C3 -2.805 0.492 2.562
C4 -3.284 0.985 3.734
N2 -2.903 2.295 3.747
C5 -4.048 0.459 4.917
O1 -4.447 -0.797 4.882
O2 -4.272 1.221 5.811
C6 -2.872 -0.830 1.958
O3 -3.437 -1.788 2.391
O4 -2.206 -0.874 0.748
H1 -1.248 3.940 1.312
H2 -0.910 4.221 3.031
H3 -2.466 4.688 2.354
H4 -3.142 2.914 4.516
H5 -4.190 -1.265 4.063
Br1 0.216 -3.818 5.744
C7 0.300 -2.540 4.386
C8 0.439 -1.196 4.712
C9 0.488 -0.251 3.700
C10 0.398 -0.655 2.373
C11 0.247 -1.996 2.047
C12 0.208 -2.941 3.056
N3 0.428 0.351 1.338
C13 1.358 1.225 1.358
C14 1.253 2.342 0.424
C15 2.209 3.336 0.348
C16 2.030 4.370 -0.562
C17 0.899 4.347 -1.361
C18 -0.015 3.314 -1.223
N4 0.135 2.317 -0.340
H6 0.500 -0.890 5.747
H7 0.565 0.801 3.949
H8 0.163 -2.309 1.014
H9 0.099 -3.989 2.816
H10 2.191 1.143 2.051
H11 3.073 3.299 0.999
H12 2.752 5.172 -0.641
H13 0.708 5.126 -2.085
H14 -0.906 3.297 -1.834
S1 -4.626 0.726 -4.258
As1 -3.210 0.570 -2.892
S2 -2.924 1.749 -1.129
S3 -0.479 -0.854 -1.572
S4 -1.862 -1.151 -3.088
C19 4.779 -1.906 -5.462
C20 3.447 -2.169 -4.856
C21 2.705 -3.313 -5.015
C22 1.467 -3.428 -4.375
N5 0.982 -2.417 -3.619
C23 1.703 -1.349 -3.478
S5 1.127 0.041 -2.523
N6 2.910 -1.198 -4.061
C24 0.632 -4.646 -4.520
H15 5.088 -2.744 -6.079
H16 5.529 -1.752 -4.683
H17 4.746 -1.009 -6.084
H18 3.085 -4.116 -5.630
H19 3.450 -0.352 -3.911
H20 0.210 -4.673 -5.529
H21 -0.179 -4.651 -3.798
H22 1.239 -5.544 -4.411

Atom charges from the natural (NBO) analysis, given in e for atoms 1 to 5: 0.61, -0.67, 0.44, -0.46, -0.06

=====

No. 2
DFT (ωB97M-V with the def2-TZVPD basis set) results for a gas-phase ion, C5H12NO (charge +1).

The calculation puts the HOMO energy at -12.99 eV. The value obtained for the HOMO-LUMO gap is 0.2832 Eh. The energy above the lowest of the compared OMol25 structures with the same formula, charge and spin comes out at 528.3 kJ/mol. Its total charge is +1. Its structure (SMILES) is [NH3+]/C=C/CCCO. Its molar mass is 102.157 g mol⁻¹.

CARTESIAN COORDINATES (ANGSTROEM)
C1 -2.214 1.055 -0.337
O1 -1.173 2.037 -0.249
C2 -1.715 -0.234 0.620
C3 -0.557 -1.130 0.295
C4 0.623 -0.550 -0.556
C5 1.820 -1.179 -0.374
N1 3.059 -0.391 0.382
H1 -2.364 0.483 -1.350
H2 -3.271 1.560 -0.157
H3 -1.437 3.005 -0.085
H4 -2.615 -0.796 0.821
H5 -1.587 0.421 1.555
H6 -0.857 -1.968 -0.339
H7 -0.074 -1.431 1.255
H8 0.315 0.144 -1.359
H9 2.061 -2.290 -0.330
H10 3.003 -0.056 1.318
H11 3.990 -0.809 0.395
H12 3.056 0.400 -0.301

Atom charges from the natural (NBO) analysis, given in e for atoms 1 to 5: -0.07, -0.77, -0.44, -0.45, -0.12

=====

No. 3
DFT (ωB97M-V with the def2-TZVPD basis set) results for a molecular structure, C23H33BN6PRuSe4.

The calculation puts the HOMO energy (spin up / spin down) at -6.53 / -6.67 eV. The value obtained for the HOMO-LUMO gap (spin up / spin down) is 0.2066 / 0.2053 Eh. The energy above the lowest of the compared OMol25 structures with the same formula, charge and spin comes out at 93.9 kJ/mol. As for the expectation value of S²: 0.8980. As for the spin multiplicity: 2. Its molar mass is 852.255 g mol⁻¹.

CARTESIAN COORDINATES (ANGSTROEM)
Ru1 0.688 -0.936 0.675
C1 1.929 -1.393 3.998
C2 0.940 -0.298 3.767
C3 0.426 0.621 4.692
C4 -0.387 1.467 3.964
C5 -1.196 2.631 4.428
N1 -0.351 1.058 2.680
N2 0.439 -0.027 2.567
B1 -0.852 1.770 1.412
N3 0.331 2.039 0.450
N4 1.299 1.115 0.280
C6 2.312 1.713 -0.347
C7 3.611 1.024 -0.585
C8 1.967 3.040 -0.627
C9 0.698 3.208 -0.104
C10 -0.184 4.410 -0.120
N5 -1.808 0.851 0.667
N6 -1.331 -0.327 0.154
C11 -2.347 -0.863 -0.542
C12 -2.300 -2.149 -1.275
C13 -3.457 -0.022 -0.478
C14 -3.080 1.048 0.298
C15 -3.891 2.236 0.701
H1 2.711 -1.049 4.675
H2 1.458 -2.274 4.435
H3 2.403 -1.700 3.064
H4 0.632 0.668 5.748
H5 -1.145 2.694 5.513
H6 -0.827 3.569 4.009
H7 -2.241 2.525 4.135
H8 -1.342 2.809 1.731
H9 3.829 0.916 -1.647
H10 4.424 1.595 -0.136
H11 3.597 0.036 -0.130
H12 2.566 3.782 -1.127
H13 0.252 5.174 -0.761
H14 -1.176 4.160 -0.496
H15 -0.306 4.830 0.880
H16 -2.735 -2.030 -2.268
H17 -1.285 -2.496 -1.374
H18 -2.851 -2.916 -0.737
H19 -4.417 -0.184 -0.938
H20 -4.470 2.021 1.601
H21 -3.271 3.106 0.900
H22 -4.593 2.481 -0.095
Se1 -0.030 -2.990 1.776
Se2 1.805 -4.874 2.701
Se3 1.099 -6.774 1.885
Se4 -1.586 -4.436 1.180
C16 0.936 -3.724 -1.549
P1 1.227 -1.928 -1.393
C17 2.970 -1.887 -1.974
C18 0.392 -1.211 -2.857
C19 0.445 0.174 -3.012
C20 -0.176 0.791 -4.086
C21 -0.856 0.028 -5.025
C22 -0.916 -1.350 -4.880
C23 -0.301 -1.965 -3.798
H23 -0.096 -3.997 -1.344
H24 1.555 -4.218 -0.797
H25 1.230 -4.074 -2.539
H26 3.172 -0.961 -2.507
H27 3.131 -2.725 -2.652
H28 3.666 -1.976 -1.140
H29 0.965 0.779 -2.278
H30 -0.133 1.868 -4.187
H31 -1.344 0.506 -5.865
H32 -1.446 -1.949 -5.608
H33 -0.378 -3.040 -3.690

Atom charges from the natural (NBO) analysis, given in e for atoms 1 to 5: 0.35, -0.64, 0.20, -0.35, 0.21

=====

No. 4
DFT (ωB97M-V with the def2-TZVPD basis set) results for C29H28N4O4 in the gas phase.

The calculation puts the HOMO energy at -7.86 eV. The value obtained for the HOMO-LUMO gap is 0.2960 Eh. The energy above the lowest of the compared OMol25 structures with the same formula, charge and spin comes out at 259.9 kJ/mol. Its structure (SMILES) is CCOc1ccc(N(CC)C(=O)c2nn(-c3ccc(OC)cc3)c(=O)c3c2c2ccccc2n3C)cc1. Its molar mass is 496.567 g mol⁻¹.

CARTESIAN COORDINATES (ANGSTROEM)
C1 3.389 -4.714 -3.167
C2 3.559 -3.308 -2.612
O1 2.314 -2.647 -2.730
C3 2.201 -1.369 -2.291
C4 3.230 -0.622 -1.727
C5 2.994 0.671 -1.293
C6 1.735 1.240 -1.411
C7 0.714 0.506 -2.011
C8 0.940 -0.783 -2.436
H1 0.154 -1.366 -2.889
H2 -0.261 0.954 -2.132
N1 1.484 2.543 -0.911
C9 0.559 2.767 0.057
O2 0.288 3.867 0.486
C10 -0.037 1.493 0.592
N2 -1.274 1.235 0.314
N3 -1.849 0.096 0.717
C11 -1.211 -0.957 1.364
O3 -1.778 -2.016 1.602
C12 0.161 -0.642 1.686
C13 0.745 0.580 1.342
C14 2.081 0.552 1.839
C15 3.131 1.468 1.860
C16 4.319 1.087 2.442
C17 4.476 -0.181 3.008
C18 3.447 -1.097 3.021
C19 2.241 -0.723 2.438
N4 1.070 -1.425 2.333
C20 0.849 -2.753 2.836
H3 -0.172 -3.046 2.599
H4 0.994 -2.778 3.918
H5 1.545 -3.454 2.369
H6 3.571 -2.069 3.475
H7 5.425 -0.443 3.454
H8 5.147 1.780 2.472
H9 3.002 2.455 1.443
C21 -3.210 -0.012 0.330
C22 -3.609 0.531 -0.888
C23 -4.925 0.458 -1.282
C24 -5.876 -0.163 -0.468
C25 -5.476 -0.694 0.753
C26 -4.152 -0.614 1.150
H10 -3.860 -1.028 2.101
H11 -6.184 -1.171 1.412
O4 -7.146 -0.189 -0.953
C27 -8.151 -0.796 -0.177
H12 -7.939 -1.856 -0.002
H13 -8.279 -0.287 0.784
H14 -9.068 -0.703 -0.757
H15 -5.248 0.873 -2.223
H16 -2.877 1.019 -1.512
C28 2.194 3.660 -1.507
C29 1.735 3.906 -2.939
H17 1.924 3.029 -3.555
H18 0.670 4.124 -2.957
H19 2.271 4.752 -3.360
H20 1.980 4.533 -0.885
H21 3.269 3.456 -1.486
H22 3.798 1.228 -0.839
H23 4.219 -1.035 -1.608
H24 4.329 -2.767 -3.180
H25 3.865 -3.350 -1.558
H26 4.326 -5.257 -3.092
H27 3.085 -4.666 -4.209
H28 2.622 -5.242 -2.608

Atom charges from the natural (NBO) analysis, given in e for atoms 1 to 5: -0.62, -0.06, -0.50, 0.31, -0.31

=====

No. 5
DFT (ωB97M-V with the def2-TZVPD basis set) results for H4N2O3Si in the gas phase.

The calculation puts the HOMO energy at -10.59 eV. The value obtained for the HOMO-LUMO gap is 0.3655 Eh. The energy above the lowest of the compared OMol25 structures with the same formula, charge and spin comes out at 240.3 kJ/mol. Its structure (SMILES) is N[Si@H](O)[N+](=O)[O-]. Its molar mass is 108.129 g mol⁻¹.

CARTESIAN COORDINATES (ANGSTROEM)
N1 -0.894 -1.416 -0.089
N2 1.398 -0.137 0.228
O1 2.276 0.489 0.762
O2 1.595 -1.004 -0.599
O3 -0.285 2.152 -0.440
Si1 -0.436 0.149 0.444
H1 -0.242 -1.704 -0.780
H2 -1.797 -1.621 -0.305
H3 -0.992 2.296 -1.031
H4 -0.623 0.796 1.810

Atom charges from the natural (NBO) analysis, given in e for atoms 1 to 5: -1.25, 0.25, -0.34, -0.43, -1.01

=====

No. 6
DFT (ωB97M-V with the def2-TZVPD basis set) results for 2 unconnected molecules or ions with the total composition C4H14N4.

The calculation puts the HOMO energy at -7.00 eV. The value obtained for the HOMO-LUMO gap is 0.2947 Eh. The energy above the lowest of the compared OMol25 structures with the same formula, charge and spin comes out at 412.1 kJ/mol. Its structure (SMILES) is CNN(C)C.C=NN. Its molar mass is 118.184 g mol⁻¹.

CARTESIAN COORDINATES (ANGSTROEM)
C1 1.595 -0.604 0.739
C2 -1.044 -1.560 -0.525
C3 -1.457 0.987 1.473
C4 -0.701 2.218 -0.457
N1 1.876 -1.720 0.119
N2 -1.207 0.952 0.042
N3 -0.314 -0.140 -0.265
N4 2.279 -1.572 -1.202
H1 0.110 0.071 -1.169
H2 3.018 -0.886 -1.356
H3 2.496 -2.473 -1.609
H4 1.307 -0.713 1.773
H5 2.066 0.344 0.460
H6 -1.929 -1.331 -1.125
H7 -0.421 -2.250 -1.089
H8 -1.315 -1.971 0.443
H9 -2.224 1.734 1.675
H10 -1.825 0.013 1.793
H11 -0.563 1.241 2.056
H12 -1.406 3.008 -0.194
H13 0.281 2.478 -0.040
H14 -0.622 2.175 -1.541

Atom charges from the natural (NBO) analysis, given in e for atoms 1 to 5: -0.08, -0.42, -0.42, -0.42, -0.35

=====

No. 7
DFT (ωB97M-V with the def2-TZVPD basis set) results for a molecular structure, C22H49N2OP3STl.

The calculation puts the HOMO energy (spin up / spin down) at -15.01 / -14.89 eV. The value obtained for the HOMO-LUMO gap (spin up / spin down) is 0.0840 / 0.0743 Eh. The energy above the lowest of the compared OMol25 structures with the same formula, charge and spin comes out at 155.3 kJ/mol. Its total charge is +3. Its molar mass is 687.019 g mol⁻¹.

CARTESIAN COORDINATES (ANGSTROEM)
Tl1 0.323 -0.356 -0.656
P1 -2.402 -1.288 -0.938
P2 1.781 -1.398 -2.588
P3 -0.805 1.757 -1.829
H1 1.499 2.005 2.904
C1 0.594 2.632 2.845
C2 -0.608 2.148 3.208
H2 -0.720 1.111 3.555
C3 -2.823 -2.789 0.034
C4 -2.883 -1.893 -2.604
C5 -3.822 -0.245 -0.432
C6 3.409 -0.581 -2.433
C7 2.021 -3.198 -2.468
C8 1.062 -1.022 -4.217
C9 -1.653 2.829 -0.633
C10 -1.826 1.633 -3.331
C11 0.777 2.489 -2.314
H3 0.711 3.614 2.396
H4 -1.523 2.720 3.089
H5 -2.603 -2.605 1.096
H6 -2.235 -3.648 -0.321
H7 -3.893 -3.031 -0.064
H8 -2.189 -2.696 -2.896
H9 -2.828 -1.095 -3.356
H10 -3.907 -2.291 -2.555
H11 -3.659 0.073 0.606
H12 -4.748 -0.832 -0.485
H13 -3.915 0.653 -1.056
H14 4.112 -0.848 -3.235
H15 3.868 -0.862 -1.470
H16 3.289 0.517 -2.437
H17 2.505 -3.645 -3.351
H18 1.035 -3.678 -2.361
H19 2.630 -3.453 -1.585
H20 1.615 -1.497 -5.040
H21 1.034 0.065 -4.404
H22 0.027 -1.399 -4.247
H23 -1.775 3.859 -0.993
H24 -1.097 2.877 0.316
H25 -2.655 2.423 -0.413
H26 -1.848 2.598 -3.866
H27 -2.857 1.354 -3.081
H28 -1.414 0.869 -4.009
H29 0.643 3.460 -2.805
H30 1.354 1.834 -2.978
H31 1.397 2.654 -1.421
C12 1.435 6.502 0.510
C13 2.556 7.225 0.062
C14 3.084 8.247 0.843
C15 2.463 8.607 2.049
C16 1.276 7.979 2.411
C17 0.734 6.958 1.640
S1 0.886 5.125 -0.419
H32 1.752 4.108 0.011
H33 3.010 6.942 -0.894
H34 3.966 8.769 0.508
H35 2.891 9.399 2.647
H36 0.769 8.322 3.309
H37 -0.209 6.487 1.906
C18 2.218 -4.150 1.197
N1 1.040 -4.782 1.745
C19 1.196 -6.159 2.148
C20 0.082 -3.951 2.312
O1 0.141 -2.720 2.192
N2 -0.932 -4.609 3.011
C21 -1.664 -5.726 2.387
C22 -1.703 -3.842 3.955
H38 3.010 -4.075 1.968
H39 1.971 -3.142 0.851
H40 2.597 -4.773 0.367
H41 0.719 -6.334 3.113
H42 0.766 -6.863 1.427
H43 2.258 -6.373 2.249
H44 -1.672 -6.607 3.062
H45 -2.729 -5.478 2.223
H46 -1.200 -5.993 1.432
H47 -1.148 -2.942 4.218
H48 -2.672 -3.544 3.520
H49 -1.890 -4.432 4.863

Atom charges from the Mulliken analysis, given in e for atoms 1 to 5: 0.90, 0.60, 0.52, 0.92, 0.29

=====

No. 8
DFT (ωB97M-V with the def2-TZVPD basis set) results for 2 unconnected molecules or ions with the total composition C3H6N2O2.

The calculation puts the HOMO energy at -9.16 eV. The value obtained for the HOMO-LUMO gap is 0.3650 Eh. The energy above the lowest of the compared OMol25 structures with the same formula, charge and spin comes out at 182.6 kJ/mol. Its molar mass is 102.093 g mol⁻¹.

CARTESIAN COORDINATES (ANGSTROEM)
C1 -1.746 0.100 -1.155
O1 -1.393 -0.102 0.198
C2 -0.086 -0.204 0.553
N1 0.844 -0.199 -0.458
N2 0.249 -0.351 1.772
C3 2.874 0.286 1.986
O2 3.012 0.309 3.114
H1 -2.836 0.143 -1.177
H2 -1.405 -0.730 -1.786
H3 -1.349 1.050 -1.537
H4 0.617 0.136 -1.378
H5 -0.577 -0.397 2.364
H6 1.791 -0.043 -0.145

Atom charges from the natural (NBO) analysis, given in e for atoms 1 to 5: -0.27, -0.51, 0.70, -0.85, -0.79

=====

What are the energy values for these records? In order: -8438.0273; -327.2584; -11291.7328; -1641.8935; -627.0271; -379.6768; -2646.0726; -377.8898 Eh.